No. 1
Here is a structure of composition C32H27Br6N5O10 from OMol25. Energies are from ωB97M-V with the def2-TZVPD basis set.

Summary:
Total energy: -481787.776 eV
Spin multiplicity: 1
Orbital gap: 8.60 eV
Relative energy (zero: lowest compared OMol25 entry of this formula, charge and spin): 21.07 kJ/mol

Geometry as XYZ:
```
80
Properties=species:S:1:pos:R:3:mulliken_charge:R:1
Br -13.71432 -3.08533 24.15054 0.0021
Br -6.37467 -3.13302 24.91433 -0.0326
Br -10.96130 -4.20760 25.46061 -0.0576
Br -10.91257 -1.62227 23.54481 0.0919
Br -7.37322 -1.20311 22.52663 -0.0383
Br -7.54035 -4.35582 22.06949 -0.0541
O -11.04905 -6.73137 23.23456 -0.4983
O -14.54019 -2.85786 17.92197 -0.5694
O -20.71361 -1.11971 23.38428 -0.6037
O -12.52743 3.36708 25.21696 -0.5946
O -13.60524 2.43085 19.16732 -0.6099
O -19.04536 -1.82462 22.22120 -0.5852
O -15.72502 2.62092 19.17549 -0.6136
O -13.12184 -6.33375 23.61105 -0.5915
O -13.02527 -2.93119 16.41131 -0.6273
O -10.49822 3.27773 24.52191 -0.5969
N -14.71734 1.99791 19.37862 1.0150
N -12.11622 -7.00450 23.74191 1.0716
N -19.54352 -1.37026 23.23098 0.9997
N -13.44440 -3.16974 17.52175 1.0651
N -11.45747 2.82795 25.10736 1.0188
C -12.40025 0.71118 25.95174 -0.5616
C -11.49904 -4.67516 17.85548 -0.6583
C -13.72838 -1.23836 20.90706 0.1718
C -9.85239 -0.19142 26.58787 -0.1476
C -9.99268 1.06122 25.99020 -0.8197
C -14.78824 0.62821 19.89354 -0.0697
C -17.26121 -1.16061 24.17410 0.1382
C -18.62936 -1.12127 24.35905 -0.1044
C -11.13099 -9.06069 24.69416 -0.1698
C -13.53731 -9.67679 25.92078 -0.4685
C -18.34672 -0.55592 26.67625 -0.5920
C -13.63074 0.05107 20.39962 -0.8552
C -12.21602 -0.53023 26.53852 -0.2242
C -12.92024 -4.08082 19.73357 -0.8183
C -12.41264 -10.45675 26.15688 -0.3944
C -11.23658 -10.21116 25.45457 -0.5918
C -12.23799 -8.24489 24.48682 0.0067
C -7.61855 -2.91446 23.43037 0.8053
C -10.95622 -0.96012 26.94194 -1.0204
C -16.03749 0.04187 20.03912 -0.4851
C -16.96756 -0.65715 26.51948 -0.7469
C -12.11643 -4.86789 20.54792 0.4853
C -11.27042 1.49182 25.73217 0.4265
C -19.16074 -0.82010 25.59850 -0.3806
C -14.96195 -1.86538 21.01425 -0.5393
C -16.42339 -0.88681 25.24871 -0.1054
C -10.67732 -5.39224 18.70151 -0.5296
C -12.57106 -3.99048 18.39100 -0.2467
C -11.79416 -3.30443 23.90506 0.4012
C -13.44254 -8.55722 25.11422 -0.2125
C -16.12430 -1.22569 20.57078 -1.0115
C -10.95916 -5.48692 20.06664 -0.6194
H -12.59928 -11.35416 26.73478 0.3469
H -9.09596 1.60610 25.73939 0.4633
H -16.90036 0.51896 19.59438 0.5030
H -15.35101 -0.90384 25.12170 0.3183
H -12.79671 -1.67069 21.24636 0.5755
H -15.00311 -2.86629 21.42234 0.8935
H -16.78402 -1.41336 23.23752 0.3646
H -10.15131 -8.90478 24.26159 0.3941
H -13.84755 -3.66743 20.10010 0.8763
H -10.29023 -5.97478 20.76064 0.5928
H -20.23490 -0.73842 25.70080 0.4393
H -10.37392 -10.83544 25.63900 0.3628
H -17.05409 -1.76965 20.66187 0.5350
H -13.36797 1.06361 25.62646 0.5518
H -11.68160 -3.89934 23.00811 -0.3706
H -11.30766 -4.65769 16.79296 0.4915
H -18.76168 -0.28892 27.63760 0.3890
H -14.28724 -7.89044 25.01055 0.4134
H -16.26938 -0.41151 27.30945 0.4114
H -12.70956 0.61057 20.44309 0.5492
H -8.87234 -0.57560 26.84104 0.4168
H -10.77114 -1.92561 27.38559 0.6170
H -12.44676 -5.04311 21.56363 0.1620
H -13.11420 -1.11383 26.70165 0.4535
H -8.65121 -2.96262 23.74569 -0.7542
H -9.80478 -5.86613 18.27187 0.3765
H -14.48246 -9.97242 26.35346 0.3735
```

---

No. 2
Here is a cluster of 6 separate species, C32H27BrFN5O14S in total from OMol25. Energies are from ωB97M-V with the def2-TZVPD basis set.

Summary:
Total energy: -153314.611 eV
Spin multiplicity: 1
Orbital gap: 9.26 eV

Geometry as XYZ:
```
81
Properties=species:S:1:pos:R:3:mulliken_charge:R:1
Br -0.61763 -1.52990 1.68677 -0.1278
S -3.93975 -2.57382 3.85689 0.8207
F -5.11228 -0.49595 4.66118 -0.1118
O 1.09714 -4.88050 -2.38527 -0.6207
O -2.27571 6.70267 0.85751 -0.6437
O -4.65027 -5.79903 1.27495 -0.6159
O -3.83934 -1.96826 2.55552 -0.4093
O 0.71362 3.01977 1.50164 -0.3966
O -2.80326 -1.88405 4.80620 -0.2893
O -3.12016 5.50538 -0.70911 -0.6243
O 2.02797 1.15223 -2.04500 -0.5671
O 2.40984 2.14927 2.50212 -0.6415
O 2.44511 -5.92602 -1.07507 -0.6267
O -0.46787 -0.26959 4.10196 -0.4645
O -2.53539 -5.85189 1.67015 -0.6276
O -5.25919 -1.90410 4.62163 -0.1884
O 3.00298 1.79845 -3.84684 -0.6457
N 2.13115 -4.96594 -1.75256 1.0804
N -3.51559 -6.16034 1.02677 1.0769
N 2.14640 1.90804 -2.98926 1.1240
N 1.88823 3.00042 1.81501 1.0860
N -2.63284 5.63550 0.40522 1.1205
C -2.73066 2.10234 1.62305 -0.4647
C 0.36278 4.89002 -4.32490 -0.4322
C -2.91216 -8.63799 -2.32784 -0.4423
C 1.18256 3.01066 -3.11754 -0.1896
C -1.89498 4.60758 2.50385 -0.1717
C 3.07513 -3.84052 -1.82709 0.1269
C 3.61578 -1.66649 -2.63369 -0.1608
C -4.19453 -8.21012 -2.00797 -0.3819
C -2.02402 -7.44670 -0.43687 -0.3826
C 4.28282 -3.93516 -1.15945 -0.4171
C 4.30382 6.13876 0.36491 -0.4420
C -0.60015 5.08459 -3.34210 -0.5986
C 2.73426 4.09444 1.30820 -0.1618
C -0.66674 4.23335 -2.24690 0.0404
C 4.83516 -1.74117 -1.97443 -0.5967
C -2.47615 4.44597 1.25975 -0.1399
C -1.73789 3.49863 3.31620 -0.7512
C -0.82740 -1.26087 3.58288 0.6238
C 5.16783 -2.87206 -1.23933 -0.3773
C 1.26920 3.84894 -4.21484 -0.5052
C -3.30882 -7.03299 -0.13900 0.1593
C 2.94742 6.11586 0.06768 -0.6825
C -2.89718 3.20706 0.80133 -0.3567
C 2.72400 -2.72365 -2.56279 -0.5027
C -1.83080 -8.25808 -1.54382 -0.4627
C 0.22620 3.17907 -2.13136 -0.3893
C -1.49932 -2.37243 4.39434 -0.5354
C 2.14990 5.08594 0.54040 0.1278
C -2.15797 2.25088 2.87978 -0.2636
C 4.86987 5.13004 1.13404 -0.4105
C -4.40130 -7.39887 -0.90413 -0.3871
C 4.08252 4.09541 1.61362 -0.5103
H -3.04801 1.12527 1.28316 0.4922
H -1.19055 -7.13429 0.17665 0.4784
H -2.75507 -9.26779 -3.19386 0.3761
H 1.09391 5.05443 0.31500 0.4532
H 4.52804 -4.82161 -0.59399 0.4664
H 1.77203 -2.68006 -3.07085 0.4545
H 3.35665 -0.78176 -3.19642 0.3602
H -3.34746 3.10551 -0.17447 0.5137
H 4.92242 6.94649 -0.00387 0.3926
H 4.50782 3.30340 2.21201 0.4799
H -1.58249 -3.31187 3.83193 0.4166
H -5.03540 -8.50629 -2.62019 0.3699
H 0.41308 5.55498 -5.17649 0.3924
H 5.92692 5.14855 1.36187 0.3827
H -1.27349 3.60660 4.28687 0.3997
H 5.52518 -0.90929 -2.02846 0.4131
H -0.89172 -2.52051 5.30093 0.2756
H 2.02609 3.68940 -4.96870 0.4783
H -5.39161 -7.05728 -0.64282 0.4454
H 6.11812 -2.92717 -0.72570 0.3829
H -1.40989 4.39632 -1.48008 0.1457
H -1.29913 5.90719 -3.42271 0.4751
H 0.18411 2.51208 -1.28417 0.6087
H -2.03024 1.38987 3.51735 0.3705
H 2.50743 6.90107 -0.53195 0.4191
H -0.83251 -8.58922 -1.79540 0.3922
H -1.55659 5.58123 2.82799 0.4950
```

---

No. 3
Here is a structure of composition C32H27CaIN5O3 from OMol25. Energies are from ωB97M-V with the def2-TZVPD basis set.

Summary:
Total energy: -73759.723 eV
Total charge: -1
Spin multiplicity: 1
Orbital gap: 6.04 eV
Relative energy (zero: lowest compared OMol25 entry of this formula, charge and spin): 57.51 kJ/mol

Geometry as XYZ:
```
69
Properties=species:S:1:pos:R:3:mulliken_charge:R:1
I 4.91941 -1.54103 1.75440 0.0549
Ca -0.38271 0.47754 0.00315 2.1114
O 0.44444 0.76092 2.07154 -1.1292
O 1.80058 -0.11157 4.11614 -0.1111
O -2.47814 0.24538 -1.00092 -0.9344
N 0.67676 -0.62372 -2.17492 0.1999
N 0.31337 2.17180 -1.54337 -0.4601
N 0.78299 -1.88127 0.69551 0.2824
N -3.01409 2.14982 0.22608 -0.9056
N -2.09682 1.66908 1.14805 0.3542
C -5.34661 2.84180 -4.15298 -0.2973
C 0.18243 1.63912 -2.80231 0.5498
C 4.58280 -3.74618 -1.55668 -0.4873
C -1.31921 1.64280 3.44058 1.1424
C 0.38084 0.25665 -3.06925 -0.3924
C -4.82745 1.55536 -4.16789 -0.6606
C 2.56127 -3.39435 2.19564 -0.1273
C 2.55226 -0.55803 5.21186 -0.9963
C 0.64025 0.57019 4.39626 0.5638
C -0.07129 0.99054 3.22306 0.4136
C 2.05974 -1.53018 0.78581 0.2461
C -4.09740 1.08646 -3.08553 -0.2919
C -3.88375 1.89446 -1.97438 0.4914
C 0.37865 -2.97520 1.33175 -0.7869
C 3.29121 -1.86227 -2.31700 -0.2641
C 0.17756 0.82427 5.66550 -0.7023
C -0.23571 3.82193 -3.00427 -0.6842
C 4.51260 -2.42683 -1.98188 -0.6797
C 0.05382 3.48025 -1.67816 -0.6388
C 2.12132 -2.61108 -2.23815 0.6207
C 0.78531 -2.00006 -2.59757 -1.2841
C -0.14767 2.63428 -3.73176 -0.7940
C -2.21166 2.04856 2.36010 -0.8402
C -1.03036 1.51166 5.85103 -0.9369
C 2.97571 -2.24881 1.54040 -0.7449
C 2.20075 -3.93216 -1.81039 -0.3373
C 1.23131 -3.77068 2.07941 -0.8045
C -4.40510 3.18608 -1.96564 -0.2249
C -3.05514 1.37119 -0.83297 0.2903
C -5.13171 3.65559 -3.04821 -0.6635
C -1.75420 1.90411 4.75090 -0.9261
C 3.42102 -4.49890 -1.47026 -0.5912
H -3.05376 2.69074 2.63555 0.2590
H -5.52546 4.66509 -3.03447 0.3601
H 0.06560 4.13191 -0.81495 0.4711
H 0.00714 -2.58689 -2.09810 0.2943
H -4.98534 0.91726 -5.02955 0.3676
H 1.99026 -1.26688 5.83184 0.3910
H -5.91070 3.21311 -5.00054 0.3747
H -1.38595 1.71768 6.85239 0.3563
H 0.61566 -2.10022 -3.68079 0.5426
H -0.67429 -3.21895 1.24679 0.5392
H 0.74039 0.49728 6.53028 0.3809
H 3.23271 -0.82326 -2.61782 0.3728
H -0.48826 4.80400 -3.37325 0.4134
H 5.41302 -1.82724 -2.03364 0.4133
H -3.66799 0.09336 -3.08114 0.3613
H 2.36842 -0.63555 0.25755 0.4638
H 3.42861 -1.05679 4.79950 0.1372
H -4.21852 3.80782 -1.10124 0.4284
H 2.88116 0.27355 5.84598 0.3860
H 3.46057 -5.52533 -1.12593 0.3788
H -2.69824 2.42237 4.88418 0.3005
H -0.32184 2.48857 -4.78786 0.4510
H 1.28963 -4.51442 -1.72279 0.3778
H 0.85302 -4.65270 2.57748 0.4429
H 0.23487 -0.04331 -4.11624 0.2253
H 3.25608 -3.97121 2.79133 0.4993
H 5.53585 -4.17754 -1.27727 0.3877
```